No. 1
21
Properties=species:S:1:pos:R:3:forces:R:3 method="wB97M-V/def2-TZVPD" homo_lumo_gap_ev=8.48 de_lowest_kcal_mol=20.5 charge=+1 energy_ha=-2977.024854 smiles="C[N+](C)=C1CCC(Br)=C1O"
C 2.362 -0.404 -0.075 -2.15 1.27 -0.08
O 1.497 1.796 0.555 0.37 2.62 -1.70
H -3.128 0.481 0.038 -0.70 -0.56 -0.10
H -2.450 -0.564 -1.260 0.19 0.56 -0.20
C -0.001 -0.129 0.066 3.03 1.42 -1.64
Br 4.144 -0.099 0.219 0.06 0.19 -0.16
N -1.150 0.480 0.083 0.69 -0.34 0.80
C 0.289 -1.493 -0.384 -2.00 -1.86 -1.88
H -2.452 -1.204 0.315 -0.04 0.59 0.42
H -0.507 1.801 1.612 -1.28 0.45 -1.39
H -1.161 2.692 0.072 0.78 -0.80 -0.03
H 1.423 2.589 -0.131 0.28 -2.80 1.77
H -2.387 2.065 1.130 3.11 -1.46 -0.75
C -2.371 -0.245 -0.219 -0.37 -0.39 -0.06
C 1.833 -1.750 -0.452 0.40 -0.38 -0.17
H 2.219 -2.137 -1.470 -0.78 0.87 1.46
C 1.335 0.540 0.090 0.42 -1.27 0.79
H -0.296 -2.219 0.228 0.60 0.22 -0.39
H 2.272 -2.478 0.290 -0.97 0.47 -0.61
H -0.245 -1.525 -1.438 1.21 -0.34 1.73
C -1.228 1.805 0.730 -2.85 1.55 2.19

No. 2
22
Properties=species:S:1:pos:R:3:forces:R:3 method="wB97M-V/def2-TZVPD" homo_lumo_gap_ev="7.97 / 8.09" de_lowest_kcal_mol=22.5 energy_ha=-1206.138883
H 1.820 -1.053 -0.882 -2.46 0.10 -1.98
H -0.634 -2.619 2.300 -1.17 -3.79 0.88
C -0.764 -1.228 0.825 0.13 2.42 0.51
H 1.482 -0.706 -2.624 -0.65 -0.02 -0.04
H 0.848 -1.689 2.385 -2.13 0.34 -0.25
F 1.464 1.682 -2.231 -0.56 -0.07 0.08
C -0.365 2.466 0.721 0.06 0.83 -0.49
H -0.662 -1.995 0.037 0.06 0.46 0.48
C -0.120 0.122 -1.226 1.10 0.95 0.64
H -1.219 0.029 -1.477 1.32 -0.81 0.44
Cl -1.017 2.071 -2.935 0.65 0.03 0.03
C 0.919 -0.954 -1.719 0.93 -0.77 2.44
H -0.894 -1.034 2.921 1.20 -0.60 -0.15
H -1.055 3.330 0.990 0.66 -1.68 -0.32
C -0.004 0.164 0.400 -3.16 -2.22 -1.70
I 1.649 3.004 1.208 -0.23 -0.06 0.04
H 0.948 0.335 0.835 1.39 -0.65 -0.24
H 0.366 -1.920 -1.784 0.93 0.57 -0.20
C 0.198 1.422 -1.862 -0.50 0.84 0.50
C -0.306 -1.679 2.214 1.78 3.46 -0.21
O -0.776 1.210 0.931 -1.00 1.02 0.33
H -1.877 -0.958 0.973 1.66 -0.35 -0.79

No. 3
21
Properties=species:S:1:pos:R:3:forces:R:3 method="wB97M-V/def2-TZVPD" homo_lumo_gap_ev=10.01 de_lowest_kcal_mol=0.0 energy_ha=-883.937520 smiles="C[C@@H](O)C(=O)CC/C=C/Cl"
O -1.820 -1.422 0.420 -0.60 -0.98 1.38
C 1.306 2.073 -0.310 2.64 -2.41 -1.67
C 2.769 0.174 0.756 -1.60 2.21 0.71
H -2.188 -0.792 1.062 0.16 -0.64 0.08
H -2.062 -0.162 -1.033 0.86 0.33 -0.60
C 2.324 0.901 -0.302 1.39 -0.37 0.68
H 0.211 0.990 -1.755 -0.02 -0.17 -0.21
H 2.503 0.487 1.833 0.29 -0.80 -1.88
C -1.186 -0.633 -0.524 -2.58 1.40 1.49
C 0.057 1.464 -0.796 -0.37 0.30 -0.36
H 2.780 0.688 -1.285 -0.54 -0.24 0.40
H 0.583 -1.744 -0.819 -1.57 0.12 -1.30
H 1.208 2.449 0.624 -0.40 1.28 2.98
H -0.710 2.190 -0.956 -0.74 0.78 -0.15
H -0.997 -2.385 -1.611 0.83 0.75 -0.07
H 1.721 2.815 -0.958 0.00 0.64 -0.50
H -0.115 -0.963 -2.284 0.50 0.65 -1.79
O -0.332 0.648 1.382 -0.61 -0.40 0.67
C -0.382 -1.468 -1.419 1.47 -2.54 2.31
C -0.484 0.498 0.205 0.78 -0.04 -1.99
Cl 3.741 -1.243 0.661 0.13 0.12 -0.18

No. 4
19
Properties=species:S:1:pos:R:3:forces:R:3 method="wB97M-V/def2-TZVPD" homo_lumo_gap_ev=10.18 de_lowest_kcal_mol=70.3 energy_ha=-373.055344 smiles="CC1=C(CF)CCC1"
C -0.643 -1.080 1.531 -2.60 0.44 2.76
H 0.436 0.635 -2.407 -0.34 0.36 -0.84
H 1.395 2.153 0.446 0.14 0.99 0.22
H 1.181 1.980 -1.303 -1.40 -0.23 1.59
H 0.989 0.622 2.099 -2.58 -0.39 -0.68
C 0.203 0.591 0.177 -1.05 4.03 -1.28
C -0.098 0.538 1.564 -0.57 -3.02 5.11
H -0.865 1.210 2.297 2.05 -1.41 -2.95
H -0.048 -1.631 2.369 -1.12 0.53 -1.86
H -1.856 -1.178 1.843 3.41 0.61 -0.47
F -0.436 3.008 -0.246 2.16 -2.66 0.00
H 1.214 -0.940 -2.409 -0.20 0.33 0.53
C 0.065 -0.390 -0.641 -0.86 -4.26 -0.76
C 0.309 -0.378 -2.093 -0.35 -2.16 -1.17
H -0.017 -2.456 0.125 3.31 -4.00 -0.31
H -0.501 -0.996 -2.648 0.92 1.53 0.82
H -1.443 -1.931 -0.490 -0.06 0.53 0.80
C 0.650 1.868 -0.282 0.98 3.96 -1.83
C -0.535 -1.625 0.069 -1.83 4.81 0.33

No. 5
19
Properties=species:S:1:pos:R:3:forces:R:3 method="wB97M-V/def2-TZVPD" homo_lumo_gap_ev=9.43 de_lowest_kcal_mol=159.0 energy_ha=-327.834571 smiles=C1C[C@@H]2[C@@H]3NC[C@@H]1[C@H]23
C 0.199 0.062 1.085 5.12 0.39 -0.25
H 1.705 1.966 0.521 -1.28 -0.92 0.68
H -1.691 -1.402 -1.223 -0.32 0.70 1.63
C -1.509 -0.997 -0.158 1.25 -1.06 -2.73
H 2.366 -1.642 -0.410 -1.05 0.55 0.39
C 0.157 -0.769 -0.130 -3.50 -2.94 1.03
C -1.809 0.511 0.055 -1.45 0.39 1.38
H 1.200 -1.525 -1.730 0.53 0.42 -0.70
H 0.437 -0.377 2.075 -0.62 0.70 -0.55
H -2.048 -1.587 0.562 0.22 -0.56 0.32
H 2.761 0.573 -0.742 1.85 0.71 0.51
N 1.798 0.490 -0.857 -2.16 -2.79 -0.89
C 1.063 1.067 0.264 0.30 2.10 1.11
H -2.324 1.050 -0.759 -0.24 -0.48 0.52
C -0.522 1.196 0.515 0.05 2.24 3.99
H -2.302 0.554 1.107 -0.29 0.19 -2.22
H -0.215 -0.048 -0.812 1.48 0.27 -1.62
H -0.763 1.930 1.440 0.68 -0.80 -2.62
C 1.497 -1.050 -0.801 -0.57 0.89 0.02

No. 6
19
Properties=species:S:1:pos:R:3:forces:R:3 method="wB97M-V/def2-TZVPD" homo_lumo_gap_ev=9.61 de_lowest_kcal_mol=220.0 energy_ha=-327.737427
C -0.423 -0.232 0.447 -4.14 6.59 0.27
C 0.854 -0.677 0.373 4.48 -3.00 4.41
H -0.842 -0.604 -2.694 1.88 -0.53 0.64
H 2.820 -0.461 0.803 -0.99 2.42 -0.87
C -0.009 -1.035 -0.720 -2.05 -3.39 -1.37
C 1.932 0.301 0.572 3.46 0.96 -2.30
N -1.447 -0.674 1.319 3.53 -0.91 4.68
C -0.422 1.266 0.349 -5.14 7.04 -2.80
H 0.761 -1.359 -2.797 2.49 -4.76 -2.46
H -0.815 -1.803 -0.367 2.45 -0.24 -1.62
C 0.186 -0.845 -2.202 -4.66 5.20 2.27
H 0.811 0.022 -2.363 -0.32 1.41 0.37
H 1.106 -1.301 1.226 -0.61 -1.63 -0.35
H -0.889 -1.279 2.338 -2.85 1.88 -4.57
H 2.042 0.856 -0.586 0.40 -0.86 3.86
H 1.827 1.003 1.547 -0.04 -1.46 -2.73
H -2.126 -1.077 0.739 -1.46 -1.55 0.25
C -0.951 2.423 0.005 1.09 -3.38 2.27
H -1.564 3.520 -0.016 2.49 -3.80 0.04

No. 7
19
Properties=species:S:1:pos:R:3:forces:R:3 method="wB97M-V/def2-TZVPD" homo_lumo_gap_ev=9.30 de_lowest_kcal_mol=82.9 energy_ha=-327.955857 smiles="CC1=CC[C@H]2[C@H](N)[C@@H]12"
H -3.357 -0.700 -0.966 3.01 -0.86 2.34
H 0.289 2.685 0.687 -0.75 -1.22 -0.17
C -0.968 0.798 0.536 1.45 -0.35 0.07
H 2.043 1.666 -0.885 -1.05 -1.26 0.75
C -1.277 -0.259 -0.406 -2.98 -1.14 -1.97
H 2.265 -1.640 1.081 -0.20 -0.15 -1.83
H -0.326 2.309 -0.867 -1.01 0.49 -0.76
N -2.506 -1.069 -0.287 -4.03 0.99 1.85
H -1.160 0.004 -1.500 0.58 -0.65 1.29
H 2.038 -2.229 -0.670 -0.86 -0.32 0.00
C 1.184 -0.270 -0.038 -0.96 3.58 -1.18
C -0.160 -0.504 0.518 1.00 -2.13 1.86
H -2.988 -1.013 0.811 1.95 -0.01 -4.13
C 2.146 -1.361 -0.040 4.33 0.53 1.52
C -0.050 1.812 0.037 3.11 2.01 -0.29
H -0.028 -1.268 1.375 -1.48 1.03 -1.41
H -1.607 0.992 1.322 -1.39 0.33 1.50
C 1.216 1.057 -0.380 1.53 -0.55 0.01
H 3.246 -1.011 -0.329 -2.25 -0.34 0.56

No. 8
19
Properties=species:S:1:pos:R:3:forces:R:3 method="wB97M-V/def2-TZVPD" homo_lumo_gap_ev=9.43 de_lowest_kcal_mol=66.2 energy_ha=-327.982477 smiles=c1ccccc1.CN
C 0.975 -0.153 1.393 -4.73 -2.15 0.30
C -2.795 0.847 -0.068 -2.54 0.25 0.56
H -3.281 1.264 -0.943 -0.40 0.12 -0.28
H 3.232 1.398 -0.433 -0.55 -1.32 -0.60
C 2.495 0.576 -0.230 2.36 1.36 1.56
C 0.331 -1.149 0.560 2.65 1.09 -1.12
H 2.437 1.300 1.848 -0.71 -0.04 -1.01
C 1.130 -1.371 -0.602 -2.64 -1.38 -0.46
H -1.352 0.289 -1.166 -0.82 -2.60 2.18
H -2.395 1.671 0.460 1.32 0.81 0.40
H -0.758 -1.453 0.652 2.39 -0.01 0.46
H 2.567 -0.733 -1.897 1.01 -0.01 -1.44
H -2.353 -1.022 -0.692 -0.82 -0.87 -0.82
H 0.729 -2.053 -1.464 0.97 0.95 1.86
C 1.984 0.654 1.060 1.67 1.04 0.20
H -3.548 0.528 0.629 -0.82 -0.33 0.19
H 0.308 0.171 2.169 0.32 -0.13 1.17
N -1.912 -0.218 -0.337 2.85 3.27 -2.78
C 2.206 -0.547 -0.938 -1.50 -0.04 -0.36

No. 9
20
Properties=species:S:1:pos:R:3:forces:R:3 method="wB97M-V/def2-TZVPD" homo_lumo_gap_ev="6.41 / 6.40" de_lowest_kcal_mol=155.8 charge=+1 energy_ha=-382.375354
N -1.232 0.261 0.554 0.27 -1.09 -0.02
C 0.835 0.461 -0.899 1.41 -0.27 0.05
C 0.239 -1.546 0.199 1.15 -1.88 -1.75
C 2.404 -0.194 0.767 1.16 0.88 1.30
H 3.775 1.312 1.248 0.11 -0.60 0.61
C -0.511 0.617 -0.696 -2.21 1.67 -1.92
C 1.493 -0.710 -0.347 -0.80 -0.72 0.31
H 0.272 -2.541 -0.357 0.03 1.04 1.09
H 1.398 1.256 -1.334 0.17 0.39 -0.74
C -2.595 0.676 0.782 -0.42 1.16 0.23
N 3.241 0.806 0.561 -1.61 -1.15 -1.37
H -2.834 0.060 1.675 -0.63 0.16 -0.91
H -2.537 1.696 1.179 -0.22 -0.08 -0.23
H -1.044 1.382 -1.346 0.61 -1.16 0.90
C -1.013 -0.843 -0.276 -0.47 -2.25 1.76
H 0.295 -1.700 1.290 -0.18 0.18 -0.66
H -3.303 0.672 -0.103 0.71 -0.48 1.09
H -1.810 -1.626 -0.623 0.98 2.46 -0.07
H 3.360 1.164 -0.374 0.28 0.53 -0.29
H 2.063 -1.405 -1.038 -0.33 1.21 0.61

No. 10
20
Properties=species:S:1:pos:R:3:forces:R:3 method="wB97M-V/def2-TZVPD" homo_lumo_gap_ev=8.98 de_lowest_kcal_mol=182.1 charge=+1 energy_ha=-382.333462
C -1.980 1.446 -0.009 0.69 2.36 -0.04
C -1.185 -0.736 -0.642 -2.14 1.86 0.43
H -4.026 0.177 1.106 0.50 -0.91 -0.49
C 2.737 -0.697 -0.011 -1.30 2.10 0.80
H 2.889 -0.309 -0.962 1.04 0.10 -1.95
H 2.388 1.216 1.028 -1.04 -0.22 -1.43
H -1.755 -1.568 -1.028 1.07 -0.84 -0.47
C -2.192 0.200 -0.079 -0.47 -2.53 1.23
H -0.369 1.938 -1.592 0.86 -0.99 1.81
H -3.315 -1.513 0.844 -0.37 0.96 -0.92
C -3.505 -0.507 0.382 -0.21 2.08 -0.28
H -4.059 -0.343 -0.583 -0.15 -1.43 1.08
N 0.662 0.576 -0.194 -2.39 1.91 -0.60
H 1.671 -0.142 1.559 -2.11 -0.98 2.15
C 0.251 1.759 -0.635 -0.60 -1.05 -1.21
H 3.553 -0.587 0.642 1.63 -0.73 0.30
C 1.804 0.325 0.653 2.47 0.92 -0.13
H 2.247 -1.622 -0.022 -0.17 -1.45 -0.03
H 0.748 2.639 -0.298 0.42 0.35 0.51
N 0.043 -0.549 -0.630 2.28 -1.50 -0.75

No. 11
20
Properties=species:S:1:pos:R:3:forces:R:3 method="wB97M-V/def2-TZVPD" homo_lumo_gap_ev=7.49 de_lowest_kcal_mol=159.3 charge=+1 energy_ha=-382.369754
H -3.919 -1.185 1.175 1.12 -0.66 0.31
H -0.304 -1.805 1.389 -1.29 0.26 0.22
H -5.026 0.051 0.664 2.18 0.26 -0.65
H 0.559 0.086 -2.472 0.00 -0.03 -0.41
C -2.914 0.296 0.010 -0.19 -0.45 0.95
C 0.198 -2.329 -0.810 0.58 2.53 2.40
H -0.135 -3.223 -1.260 0.09 -0.51 -0.68
H 2.330 1.015 1.346 0.45 -1.50 0.78
H 1.453 -1.836 1.191 -1.61 -0.33 -1.43
C 0.389 -1.032 -0.633 -1.36 -2.07 -2.26
H 3.111 1.544 0.000 -0.78 -0.37 0.61
C 0.310 0.219 -1.431 1.33 0.42 1.90
N -1.923 0.799 -0.489 -0.08 -1.75 0.60
C -3.912 -0.267 0.634 -2.46 1.16 -0.45
C -0.945 0.917 -1.310 -1.25 2.07 -0.83
N 2.178 1.414 0.452 0.98 2.21 -0.44
H 1.221 0.869 -0.932 -1.80 -0.40 -0.54
C 0.426 -1.779 0.618 3.21 -0.46 1.17
H 1.991 2.362 0.823 -0.25 -0.13 -0.91
H -1.252 1.762 -1.950 1.14 -0.25 -0.35

No. 12
20
Properties=species:S:1:pos:R:3:forces:R:3 method="wB97M-V/def2-TZVPD" homo_lumo_gap_ev=10.32 de_lowest_kcal_mol=142.0 charge=+1 energy_ha=-382.397336
C 1.227 -1.525 0.874 0.96 1.13 -1.62
H -0.155 -1.414 -1.459 -0.40 0.20 -0.17
C -0.798 1.414 -1.614 -0.92 0.14 -2.98
H 1.351 0.511 -1.975 2.27 -0.54 -1.80
H 2.223 -1.274 0.380 -1.32 0.09 0.75
H -2.060 0.457 -0.103 -0.49 -0.26 0.57
H -0.852 -0.943 1.023 -0.34 -0.15 0.46
C 0.184 1.734 1.814 0.92 1.65 2.17
H 1.263 -1.414 1.929 0.59 -0.29 1.03
H 0.295 0.953 2.570 -0.49 0.44 -0.21
C 0.048 -0.694 0.498 -0.02 3.46 -0.39
H -2.311 -0.235 -1.802 0.42 0.30 0.62
H -1.004 1.996 -2.553 -0.20 -0.06 1.64
N -0.293 -0.560 -0.910 -0.19 0.77 0.33
H 0.342 2.763 2.134 -0.17 -0.05 0.04
N 0.255 1.760 -0.706 -0.18 0.69 -0.30
C 0.135 1.411 0.581 0.05 -5.61 0.99
C -1.642 0.243 -1.060 1.39 -0.35 -1.84
H 1.020 -2.534 0.595 -0.12 -1.05 0.14
C 0.451 0.643 -1.530 -1.74 -0.51 0.58